Density functional theory data (ωB97M-V/def2-TZVPD) for a 15-piece molecular cluster, C39H114N24O18 overall.

The geometry in XYZ format:
```
195
Properties=species:S:1:pos:R:3:forces:R:3:lowdin_charge:R:1
C 1.130 0.003 -7.577 0.853 -1.145 0.176 -0.046
C 0.147 -0.789 -6.713 -0.956 0.806 -1.034 -0.436
C -0.400 -1.969 -7.545 0.724 -0.225 1.710 -0.231
O -0.892 -1.569 -8.778 0.593 1.099 0.489 -0.167
C -1.595 -2.591 -9.343 -0.623 -1.762 -1.191 -0.149
N 0.646 -1.267 -5.451 0.642 -0.391 0.918 0.028
H 2.039 -0.642 -7.667 -0.459 0.466 -0.182 0.095
H 1.465 0.944 -7.148 -0.277 0.134 0.091 0.058
H 0.704 0.139 -8.568 0.099 0.250 -0.024 0.073
H -0.712 -0.144 -6.462 0.178 -0.057 -0.203 0.143
H -1.197 -2.468 -6.977 0.031 0.034 0.063 0.109
H 0.421 -2.722 -7.625 -0.284 0.210 -0.326 0.141
H -1.951 -2.258 -10.320 0.404 -0.247 -0.137 0.094
H -2.513 -2.863 -8.810 0.000 0.102 0.480 0.085
H -0.974 -3.534 -9.388 -0.530 0.794 -0.337 0.110
H 1.013 -0.491 -4.871 -0.228 -0.820 -0.640 0.057
H 1.332 -2.031 -5.553 -0.267 0.775 0.122 0.101
C -4.179 -3.290 -0.536 -0.367 0.892 0.129 -0.056
C -3.746 -4.401 0.394 -0.781 -1.129 -0.832 -0.446
C -2.383 -4.089 0.970 0.016 -0.666 -0.247 -0.214
O -2.072 -4.917 2.057 0.301 -0.883 0.658 -0.218
C -2.121 -6.320 1.765 1.076 0.471 -0.646 -0.095
N -4.684 -4.729 1.469 0.989 0.633 0.462 0.063
H -3.623 -3.203 -1.470 0.426 -0.285 0.047 0.060
H -4.038 -2.328 0.000 -0.587 -0.297 -0.353 0.067
H -5.216 -3.472 -0.857 0.121 0.401 0.320 0.081
H -3.785 -5.322 -0.226 0.823 0.287 0.135 0.136
H -2.321 -3.082 1.362 -0.248 0.341 -0.006 0.111
H -1.642 -4.176 0.167 0.198 -0.112 -0.007 0.113
H -1.532 -6.841 2.541 -0.294 0.260 -0.379 0.088
H -1.634 -6.452 0.765 -0.255 -0.298 0.696 0.099
H -3.132 -6.722 1.725 -0.118 0.195 0.083 0.072
H -5.626 -4.609 1.159 -0.608 0.244 -0.024 0.061
H -4.471 -4.111 2.251 -0.532 -0.064 0.157 0.066
C -0.074 0.423 4.342 0.861 -1.357 -0.385 -0.046
C 1.089 1.365 4.528 -0.035 0.534 -0.079 -0.455
C 2.362 0.664 4.900 0.694 0.667 2.342 -0.198
O 2.354 -0.151 6.086 -0.653 0.031 -0.065 -0.196
C 2.242 0.645 7.268 0.964 0.242 -0.375 -0.100
N 1.350 2.041 3.279 -0.007 0.438 -1.105 0.036
H -0.002 -0.288 5.149 -0.367 -0.293 0.602 0.068
H -0.008 -0.235 3.430 -0.005 0.882 0.414 0.109
H -1.011 0.927 4.399 -0.659 0.387 -0.184 0.057
H 0.775 2.106 5.256 0.114 0.228 0.336 0.116
H 3.199 1.382 5.048 -0.488 -0.046 -0.379 0.136
H 2.570 0.074 4.060 0.722 -1.460 -1.031 0.097
H 1.240 1.055 7.426 0.078 0.294 -0.314 0.084
H 3.045 1.421 7.211 -0.860 -0.097 0.192 0.096
H 2.456 0.059 8.159 0.095 -0.472 -0.214 0.080
H 1.315 1.323 2.539 0.434 0.950 0.155 0.087
H 2.201 2.634 3.242 -0.719 -0.879 0.064 0.110
C 4.518 0.235 0.533 -1.633 0.117 -1.209 -0.036
O 4.470 0.566 -0.891 0.419 0.264 1.553 -0.213
C 3.182 0.600 -1.439 -0.406 -1.606 -0.107 -0.206
C 3.377 0.635 -2.936 -0.981 -0.299 -0.570 -0.179
N 3.170 1.960 -3.456 -1.433 0.838 0.039 -0.077
C 3.438 2.141 -4.858 -0.360 0.649 -0.368 -0.203
C 4.904 2.072 -5.188 0.548 -2.250 -0.805 -0.267
O 5.618 2.932 -4.367 0.845 0.004 0.190 -0.211
C 7.047 2.655 -4.305 -0.966 1.402 0.202 -0.063
H 5.523 0.417 0.749 1.544 -0.093 0.844 0.056
H 4.186 -0.786 0.778 0.232 0.142 -0.451 0.091
H 3.888 0.907 1.119 -0.021 0.232 -0.082 0.088
H 2.565 1.440 -1.180 -0.130 0.813 0.684 0.102
H 2.671 -0.303 -1.055 -0.163 0.159 -0.530 0.124
H 2.694 -0.022 -3.504 0.355 -0.143 0.396 0.115
H 4.393 0.367 -3.094 0.952 -0.960 -0.313 0.106
H 3.739 2.567 -2.929 0.822 1.031 0.661 0.079
H 3.087 3.102 -5.260 -0.281 0.083 0.613 0.124
H 2.801 1.406 -5.342 0.423 -0.327 -0.609 0.098
H 5.112 2.252 -6.262 -0.190 0.054 0.308 0.133
H 5.210 1.010 -4.982 0.149 0.621 -0.234 0.123
H 7.550 2.909 -5.283 -0.422 -0.016 1.061 0.100
H 7.247 1.608 -4.071 -0.132 -0.032 0.107 0.080
H 7.298 3.322 -3.440 0.639 -0.744 -1.041 0.096
C 1.432 4.012 -0.059 1.383 0.259 -0.617 -0.107
O 0.711 2.828 0.254 0.066 0.619 0.466 -0.210
C -0.625 2.898 -0.261 1.506 1.504 -1.745 -0.217
C -1.238 1.560 -0.109 -0.071 0.662 0.775 -0.219
N -0.535 0.569 -0.883 -0.712 0.249 0.237 -0.014
C -1.401 -0.591 -0.954 0.919 -0.670 -0.538 -0.208
C -0.565 -1.800 -1.271 -1.176 0.724 0.713 -0.241
O 0.385 -1.945 -0.243 -1.725 1.404 -0.845 -0.169
C 1.252 -2.951 -0.555 2.080 -0.657 0.524 -0.155
H 1.901 3.971 -1.109 -0.885 0.029 1.304 0.089
H 2.287 4.189 0.641 -0.709 -0.639 -0.332 0.086
H 0.811 4.915 0.022 -0.117 -0.236 -0.218 0.071
H -0.455 3.095 -1.350 -0.756 0.091 0.785 0.106
H -1.151 3.797 0.170 0.274 -0.988 -0.058 0.103
H -2.285 1.590 -0.391 -0.165 0.029 -0.201 0.108
H -1.204 1.334 0.956 -0.184 -0.286 0.429 0.115
H 0.346 0.387 -0.411 -0.240 -0.470 -0.093 0.106
H -2.157 -0.481 -1.725 -0.076 0.309 -0.600 0.119
H -2.008 -0.796 -0.086 0.105 0.055 1.004 0.089
H -0.144 -1.676 -2.251 0.840 0.030 -0.558 0.097
H -1.266 -2.618 -1.358 0.061 -0.857 0.131 0.090
H 0.735 -3.904 -0.510 0.077 -0.569 0.030 0.078
H 1.996 -2.833 0.264 -0.026 -0.794 -0.994 0.072
H 1.698 -2.858 -1.572 -0.089 0.104 0.504 0.092
C -7.092 -4.624 5.960 0.229 -0.205 -0.193 -0.099
O -5.738 -4.376 6.351 -0.242 -0.161 0.037 -0.197
C -4.767 -5.242 5.762 -0.469 0.482 -1.774 -0.207
C -3.500 -4.480 5.406 1.619 -0.717 1.523 -0.230
N -3.833 -3.283 4.772 -0.402 0.168 -2.027 -0.063
C -2.789 -2.372 4.437 0.929 -1.857 1.497 -0.233
C -3.350 -1.153 3.919 0.243 1.902 -0.618 -0.224
O -3.608 -1.302 2.518 -0.044 1.001 1.230 -0.170
C -3.814 -0.017 1.973 -0.776 -0.222 -0.060 -0.120
H -7.557 -5.505 6.456 0.548 0.251 -0.338 0.092
H -7.130 -4.717 4.863 -0.121 -0.233 0.269 0.085
H -7.718 -3.771 6.223 0.343 0.152 0.168 0.080
H -5.164 -5.676 4.817 0.027 0.253 0.453 0.125
H -4.501 -6.039 6.397 0.080 -1.115 1.070 0.100
H -2.760 -5.112 4.816 -1.149 0.623 0.415 0.140
H -2.947 -4.201 6.349 -0.190 -0.622 -0.209 0.127
H -4.527 -2.821 5.296 -1.005 0.508 0.694 0.096
H -2.157 -2.831 3.714 0.571 -0.381 -0.931 0.103
H -2.086 -2.196 5.277 -0.310 0.267 0.222 0.129
H -2.620 -0.345 4.120 -0.302 -0.100 -0.577 0.101
H -4.246 -0.858 4.475 -0.296 -0.043 -0.192 0.136
H -4.646 0.569 2.424 -0.128 -0.756 -0.297 0.096
H -3.955 -0.234 0.925 -0.317 0.593 -0.447 0.070
H -2.982 0.641 2.122 0.993 0.190 -0.050 0.060
C -1.406 -4.264 -4.553 0.729 -0.081 -0.034 -0.669
O -0.294 -4.719 -4.790 -0.024 -0.336 -0.010 -0.006
N -2.520 -5.094 -4.525 0.460 1.332 0.197 0.144
N -1.557 -2.925 -4.271 -1.373 -0.269 -0.352 0.140
H -2.302 -6.020 -4.856 -0.543 0.013 0.084 0.099
H -3.458 -4.711 -4.405 0.636 -0.669 -0.215 0.098
H -0.800 -2.301 -4.621 -0.362 -0.420 0.171 0.057
H -2.515 -2.635 -4.469 0.537 0.468 0.222 0.097
C 6.230 4.016 0.049 -2.496 -1.261 -2.271 -0.726
O 6.700 4.670 0.909 1.913 1.553 2.289 0.081
N 5.132 4.460 -0.646 -0.790 0.732 -0.200 0.152
N 6.595 2.743 -0.301 0.504 0.140 0.169 0.157
H 4.891 5.415 -0.435 -0.007 0.018 -0.066 0.101
H 4.902 4.163 -1.576 0.263 -0.231 -0.146 0.074
H 7.286 2.504 0.394 -0.008 -1.043 -0.181 0.103
H 5.831 2.106 -0.553 0.637 0.102 0.190 0.066
C -4.187 3.840 0.915 0.588 0.657 -1.135 -0.611
O -3.304 4.309 1.631 -0.436 -0.082 0.467 -0.016
N -5.422 3.531 1.395 -0.077 -0.194 -0.510 0.171
N -3.875 3.774 -0.444 -0.653 0.183 1.419 0.171
H -5.545 3.853 2.338 -0.163 -0.038 0.160 0.107
H -6.227 3.616 0.786 0.266 -0.130 0.102 0.110
H -2.918 4.084 -0.465 0.107 -0.270 -0.943 0.050
H -4.183 3.076 -1.099 -0.097 -0.046 0.116 0.107
C 3.663 -5.210 -2.693 0.512 -0.102 1.720 -0.720
O 3.578 -5.227 -1.466 -0.124 0.079 -0.054 0.008
N 4.884 -5.304 -3.297 -0.383 1.035 0.100 0.147
N 2.599 -5.084 -3.467 -1.472 -0.308 -0.411 0.175
H 4.944 -5.941 -4.059 0.641 -0.275 -0.235 0.089
H 5.544 -5.197 -2.551 0.938 -0.663 -0.368 0.098
H 2.632 -4.827 -4.432 -0.169 -0.143 -0.155 0.097
H 1.732 -5.307 -2.998 -0.109 0.420 -0.572 0.105
C -1.215 4.710 4.125 0.083 0.135 -0.192 -0.789
O -0.525 4.703 5.099 2.493 -0.131 3.850 0.019
N -2.184 5.604 4.006 -3.722 0.888 -0.987 0.160
N -0.990 3.859 3.170 0.252 -1.609 -1.932 0.214
H -2.964 5.252 3.389 1.050 0.896 0.917 0.090
H -2.459 5.922 4.936 -0.017 0.107 -0.596 0.116
H -0.153 3.317 3.256 0.671 -0.558 -0.150 0.052
H -1.343 3.998 2.261 -0.642 0.050 -0.832 0.048
C 2.617 5.726 6.103 -1.165 -2.821 -0.299 -0.711
O 3.351 6.499 6.639 1.071 1.717 0.165 0.051
N 2.184 4.595 6.761 -0.790 -0.857 0.265 0.131
N 2.211 5.669 4.800 0.745 0.622 0.038 0.158
H 2.534 4.534 7.702 -0.456 -0.164 0.031 0.093
H 1.337 4.079 6.450 1.036 0.791 0.575 0.080
H 1.408 5.106 4.580 -0.299 0.241 -0.029 0.049
H 2.394 6.515 4.319 -0.187 0.569 -0.743 0.089
C -0.463 2.918 -3.642 -3.488 -0.868 -1.070 -0.721
O -1.636 3.315 -3.785 0.124 -0.056 0.409 -0.027
N 0.520 3.755 -3.499 1.474 1.350 -0.008 0.198
N -0.205 1.574 -3.708 2.082 -0.926 0.553 0.163
H 0.258 4.730 -3.491 0.184 0.116 0.172 0.088
H 1.469 3.448 -3.494 0.531 -0.223 0.126 0.066
H -0.955 0.963 -3.409 -0.023 0.473 -0.035 0.085
H 0.673 1.328 -3.206 -0.966 0.160 -0.528 0.081
C -1.503 6.387 -1.870 -2.400 -0.460 0.930 -0.621
O -0.406 6.231 -2.348 0.287 -0.112 -0.967 0.025
N -2.740 6.001 -2.453 1.912 0.500 0.421 0.153
N -1.609 6.970 -0.602 0.466 0.006 -0.645 0.141
H -2.731 5.308 -3.182 0.436 -0.142 -0.175 0.067
H -3.636 6.203 -2.053 0.179 0.187 0.379 0.079
H -0.671 7.142 -0.236 -0.693 -0.082 0.083 0.102
H -2.304 6.640 0.049 0.011 0.032 -0.013 0.077
C 1.852 -3.210 2.884 1.608 0.444 -2.167 -0.703
O 2.553 -2.445 2.227 0.430 1.422 0.715 -0.004
N 1.592 -4.382 2.299 -0.706 -1.294 0.841 0.187
N 1.382 -2.961 4.096 -1.475 0.871 2.910 0.191
H 2.222 -4.717 1.614 0.255 -0.077 -0.696 0.103
H 0.780 -4.888 2.533 -0.704 -0.757 0.207 0.081
H 1.107 -3.658 4.794 0.206 0.249 -1.016 0.123
H 1.343 -2.002 4.461 0.455 -0.740 -0.509 0.083
```
Forces are in eV/Å.

The HOMO-LUMO gap is 8.6 eV. As for the energy: -114912.0898 eV. Its lowest unoccupied orbital energy is 0.02 eV.